(1)
128
Properties=species:S:1:pos:R:3:mulliken_charge:R:1 method="wB97M-V/def2-TZVPD" total_charge=0 total_energy_ev=-224795.3878 orbital_gap_ev=10.637 spin_multiplicity=1 lumo_energy_ev=0.34 homo_ev=-10.30
C -22.95 8.49 -0.43 0.41
C -23.65 8.86 -1.76 -0.88
C -23.38 7.93 -2.95 0.22
C -21.96 7.81 -3.22 0.31
N -20.83 7.83 -3.38 -0.45
H -21.95 8.04 -0.54 -0.32
H -23.54 7.80 0.19 -0.01
H -22.82 9.47 0.12 0.04
H -23.33 9.87 -2.09 0.35
H -24.75 8.90 -1.64 0.36
H -23.86 8.33 -3.85 0.44
H -23.78 6.97 -2.64 -0.44
C -25.08 1.95 -2.98 -0.82
C -24.13 2.60 -4.02 -0.67
C -23.75 4.00 -3.63 -0.71
C -23.19 4.16 -2.27 0.42
N -22.69 4.38 -1.22 -0.33
H -24.61 1.46 -2.12 0.10
H -25.66 1.17 -3.46 0.43
H -25.77 2.75 -2.67 0.21
H -24.67 2.62 -5.01 0.33
H -23.23 1.99 -4.15 0.31
H -24.65 4.57 -3.58 0.42
H -23.02 4.47 -4.30 0.43
C -25.78 1.97 2.44 -0.68
C -26.24 2.67 1.12 -0.25
C -25.84 4.17 1.05 0.89
C -26.20 4.73 -0.29 -0.18
N -26.33 5.19 -1.31 -0.52
H -24.77 1.65 2.39 0.13
H -26.47 1.15 2.68 0.36
H -25.79 2.83 3.18 0.06
H -27.34 2.59 1.15 0.36
H -25.87 2.23 0.15 0.03
H -24.79 4.29 1.10 -0.65
H -26.30 4.76 1.87 0.40
C -13.83 6.13 3.48 -1.27
C -14.87 5.10 2.95 -0.26
C -16.12 5.74 2.39 0.91
C -16.73 6.68 3.44 0.21
N -17.01 7.67 3.97 -0.66
H -14.25 6.87 4.17 0.34
H -13.31 6.73 2.64 0.26
H -13.03 5.71 4.12 0.38
H -15.00 4.34 3.74 0.30
H -14.42 4.58 2.11 0.11
H -16.82 4.88 2.16 -0.52
H -15.95 6.31 1.45 0.18
C -19.56 5.51 1.61 0.56
C -20.90 6.26 1.67 0.62
C -21.88 5.65 2.67 1.04
C -22.12 4.16 2.46 -0.54
N -22.43 3.08 2.20 0.07
H -19.20 5.33 2.67 -0.30
H -18.88 6.14 1.02 0.29
H -19.61 4.48 1.18 -0.47
H -21.43 6.16 0.74 -0.41
H -20.72 7.33 2.00 -0.21
H -22.86 6.11 2.70 -0.62
H -21.45 5.64 3.68 0.10
C -14.12 2.31 -0.28 -1.08
C -15.15 1.36 -0.98 -0.75
C -16.64 1.76 -0.76 0.19
C -16.96 1.94 0.68 0.14
N -17.20 2.27 1.75 -0.38
H -13.17 2.07 -0.64 0.45
H -14.30 2.14 0.80 0.27
H -14.45 3.32 -0.43 0.26
H -14.97 0.35 -0.57 0.36
H -15.00 1.38 -2.08 0.38
H -17.34 1.00 -1.16 0.28
H -16.81 2.71 -1.30 -0.04
Cl -24.39 0.35 5.29 -0.22
C -23.48 1.93 5.23 0.19
C -23.00 2.25 6.65 0.17
Cl -24.42 2.29 7.70 -0.20
H -24.25 2.65 4.87 0.05
H -22.73 1.87 4.47 -0.08
H -22.55 3.25 6.63 -0.12
H -22.26 1.53 7.11 0.19
Cl -15.63 6.47 -3.42 -0.21
C -17.29 6.98 -3.33 -0.48
C -17.98 6.64 -2.10 0.40
Cl -18.65 4.95 -2.07 -0.10
H -17.81 6.42 -4.06 0.26
H -17.35 8.05 -3.61 0.37
H -18.83 7.23 -1.86 -0.39
H -17.38 6.66 -1.25 0.11
Cl -20.10 4.09 5.68 -0.13
C -19.41 2.94 4.53 0.87
C -18.68 1.78 5.21 -0.55
Cl -19.65 0.70 6.12 -0.19
H -18.67 3.44 3.86 -0.40
H -20.22 2.59 3.90 -0.29
H -17.77 2.11 5.76 0.42
H -18.24 1.24 4.40 0.29
Cl -24.51 8.46 7.64 -0.20
C -24.20 6.70 7.43 -0.48
C -22.72 6.53 6.96 0.26
Cl -21.58 6.30 8.29 -0.19
H -24.94 6.26 6.78 0.28
H -24.36 6.30 8.41 0.42
H -22.44 7.54 6.57 0.27
H -22.55 5.75 6.23 -0.33
Cl -24.86 7.69 2.86 -0.05
C -25.21 9.02 4.06 -0.63
C -25.89 10.12 3.42 -0.46
Cl -24.87 10.99 2.27 -0.14
H -24.23 9.23 4.44 0.30
H -25.73 8.48 4.88 0.28
H -26.12 10.92 4.14 0.33
H -26.83 9.78 2.93 0.32
Cl -21.42 10.61 2.43 -0.11
C -19.61 10.49 2.42 -0.33
C -18.94 10.77 1.09 -0.61
Cl -19.36 9.65 -0.24 -0.06
H -19.40 9.44 2.66 -0.02
H -19.25 11.16 3.19 0.40
H -17.87 10.68 1.27 0.32
H -19.05 11.80 0.78 0.38
Cl -20.12 1.76 -1.83 -0.24
C -20.96 1.84 -0.28 1.22
C -21.17 0.45 0.31 -0.25
Cl -22.36 -0.55 -0.65 -0.24
H -21.85 2.43 -0.53 -0.18
H -20.37 2.49 0.34 -0.93
H -21.74 0.58 1.21 0.08
H -20.25 -0.11 0.48 0.38

=====

(2)
127
Properties=species:S:1:pos:R:3:mulliken_charge:R:1 method="wB97M-V/def2-TZVPD" total_charge=-2 total_energy_ev=-479171.1539 orbital_gap_ev=1.380 spin_multiplicity=1 lumo_energy_ev=2.10 homo_ev=0.72
Hg 18.77 11.64 19.73 2.18
C 19.46 9.63 22.17 -1.05
C 18.09 8.98 21.82 1.53
C 17.26 9.48 23.09 -1.40
C 15.70 9.32 23.03 -1.11
C 15.18 9.89 21.78 -1.15
C 15.86 9.45 20.47 1.66
N 17.37 9.56 20.69 1.60
O 18.14 9.44 19.45 -1.06
C 15.42 10.45 19.36 -1.25
C 15.39 8.14 20.00 -1.98
C 18.19 7.40 21.79 -1.76
H 20.30 9.50 21.50 0.30
H 19.73 9.32 23.18 0.52
H 19.15 10.68 22.18 -0.57
H 17.43 10.55 23.22 -0.06
H 17.69 8.82 23.85 0.61
H 15.26 9.92 23.83 0.48
H 15.54 8.26 23.23 0.42
H 15.28 10.95 22.02 0.10
H 14.13 9.63 21.65 0.50
H 15.95 10.30 18.41 0.02
H 15.60 11.47 19.68 0.01
H 14.35 10.35 19.23 0.55
H 15.95 7.71 19.17 0.26
H 14.39 8.12 19.56 0.45
H 15.44 7.44 20.83 0.39
H 18.17 7.03 20.76 0.29
H 17.36 7.03 22.39 0.29
H 19.18 7.03 22.06 0.50
C 19.65 13.70 15.81 -1.74
C 19.14 12.55 16.69 1.81
C 18.67 11.27 15.84 -0.69
C 19.97 10.59 15.28 -0.89
C 20.78 10.09 16.44 -1.37
C 21.34 11.26 17.35 1.64
N 20.15 12.16 17.71 0.67
O 20.56 13.15 18.76 -0.50
C 22.62 11.91 16.73 -2.12
C 21.89 10.50 18.59 -1.64
C 17.71 13.03 17.34 -1.12
H 18.95 13.87 14.99 0.50
H 20.65 13.66 15.38 0.20
H 19.57 14.70 16.24 0.32
H 17.84 11.60 15.22 0.55
H 18.31 10.47 16.48 -0.17
H 20.61 11.29 14.74 0.41
H 19.71 9.71 14.69 0.43
H 21.74 9.78 16.03 0.43
H 20.25 9.38 17.07 0.38
H 22.94 12.70 17.41 0.39
H 22.46 12.14 15.68 0.40
H 23.44 11.19 16.75 0.57
H 21.73 9.43 18.74 0.40
H 21.33 10.52 19.53 -0.23
H 22.95 10.67 18.77 0.37
H 18.03 13.74 18.11 -0.44
H 17.42 12.17 17.94 -0.15
H 16.95 13.34 16.63 0.58
C 16.43 14.51 20.87 -1.21
C 17.76 15.27 21.38 1.82
C 17.27 16.54 22.18 -1.86
C 16.93 16.37 23.74 -0.69
C 18.21 15.78 24.33 -1.40
C 18.64 14.41 23.65 2.19
N 18.85 14.57 22.13 0.05
O 19.32 13.39 21.47 -0.23
C 17.56 13.34 23.96 -1.52
C 19.95 14.02 24.33 -1.78
C 18.55 15.94 20.22 -1.50
H 15.64 14.67 21.61 0.44
H 16.59 13.45 20.71 -0.43
H 15.98 14.92 19.96 0.53
H 16.36 16.92 21.73 0.54
H 17.84 17.47 22.13 0.49
H 16.18 15.61 23.97 0.29
H 16.76 17.32 24.23 0.47
H 18.23 15.63 25.41 0.46
H 18.94 16.58 24.27 0.35
H 17.89 12.46 24.52 0.53
H 17.20 12.96 23.01 -0.07
H 16.71 13.67 24.55 0.16
H 20.36 13.17 23.78 -0.09
H 19.74 13.73 25.35 0.35
H 20.77 14.75 24.35 0.30
H 18.80 15.26 19.41 -0.21
H 19.49 16.46 20.41 0.19
H 17.98 16.80 19.86 0.56
C 23.03 16.71 22.73 -1.83
C 23.96 15.49 22.79 1.62
C 23.87 15.10 24.31 -1.38
C 24.22 13.66 24.68 -1.13
C 23.50 12.73 23.69 -0.64
C 23.72 13.03 22.17 1.75
N 23.60 14.49 21.84 0.90
O 23.79 14.87 20.41 -0.91
C 22.58 12.21 21.37 -0.74
C 25.07 12.37 21.67 -2.14
C 25.48 15.97 22.63 -1.79
H 23.08 17.09 21.71 0.43
H 23.30 17.62 23.27 0.36
H 21.96 16.58 22.83 0.17
H 23.01 15.49 24.85 0.53
H 24.60 15.67 24.88 0.46
H 23.87 13.32 25.66 0.34
H 25.31 13.63 24.67 0.43
H 22.48 12.78 24.06 0.03
H 23.76 11.68 23.82 0.46
H 22.85 12.35 20.32 -0.01
H 21.56 12.55 21.56 -0.63
H 22.73 11.14 21.51 0.48
H 25.91 12.93 22.08 0.49
H 25.18 12.40 20.58 0.29
H 25.29 11.41 22.13 0.39
H 26.08 15.06 22.62 0.38
H 25.81 16.68 23.38 0.39
H 25.72 16.31 21.62 0.33
C 12.85 10.82 16.37 -0.37
Br 12.32 12.64 17.06 -0.01
Br 14.79 11.04 16.01 0.08
Br 12.02 10.28 14.62 -0.10
H 12.78 10.00 17.09 0.41
C 11.79 12.87 21.47 -0.03
Br 10.36 12.14 20.23 -0.06
Br 10.97 13.62 23.13 -0.05
Br 12.89 14.29 20.47 0.02
H 12.46 12.08 21.79 0.11

=====

(3)
131
Properties=species:S:1:pos:R:3:mulliken_charge:R:1 method="wB97M-V/def2-TZVPD" total_charge=+1 total_energy_ev=-77820.4534 orbital_gap_ev=7.357 spin_multiplicity=1 lumo_energy_ev=-3.87 homo_ev=-11.23
C 5.67 -3.52 -1.08 -0.75
C 5.61 -3.61 -2.71 -0.46
C 4.19 -3.17 -3.31 -0.58
C 3.75 -1.65 -2.93 -0.59
C 2.22 -1.71 -2.42 -0.21
C 1.47 -0.28 -2.41 -0.54
C -0.13 -0.47 -2.17 -0.75
N -0.44 -1.38 -1.02 0.84
C -0.59 -2.85 -1.01 0.29
O -0.46 -3.76 -2.11 -0.19
N -1.15 -3.32 -3.22 0.21
O -2.29 -3.66 -3.09 -0.28
C -0.91 -3.39 0.41 -0.73
N -0.91 -2.17 1.23 0.90
C -1.13 -2.25 2.70 -0.81
O -0.08 -1.62 3.46 -0.18
C 0.97 -2.55 3.83 -0.25
C 1.99 -2.89 2.61 -0.84
C -0.65 -1.02 0.37 -0.33
C -0.63 0.45 0.99 -0.15
C -2.07 1.13 1.23 -0.85
C -3.34 0.23 0.80 0.03
C -4.62 0.85 1.63 -0.83
C -5.92 1.07 0.71 -0.49
C -6.39 -0.27 -0.06 -0.42
C -7.23 -1.30 0.84 -0.43
C -8.03 -2.42 -0.04 -0.37
O -9.42 -2.51 0.38 -0.33
C -9.89 -3.88 0.33 -0.59
H 4.84 -2.84 -0.65 0.12
H 5.48 -4.57 -0.62 0.29
H 6.72 -3.16 -0.77 0.22
H 6.48 -3.05 -3.21 0.22
H 5.77 -4.74 -2.95 0.29
H 4.20 -3.36 -4.45 0.32
H 3.39 -3.86 -2.85 0.23
H 3.91 -0.98 -3.85 0.38
H 4.40 -1.28 -2.06 0.30
H 1.65 -2.41 -3.15 0.19
H 2.10 -2.17 -1.38 0.10
H 1.68 0.33 -3.37 0.48
H 1.86 0.33 -1.51 0.14
H -0.53 0.57 -1.86 0.25
H -0.67 -0.80 -3.15 0.38
H -1.09 -4.47 0.76 0.35
H -2.13 -1.76 3.04 0.14
H -1.19 -3.35 3.05 0.43
H 1.62 -2.00 4.62 0.25
H 0.60 -3.51 4.33 0.30
H 2.36 -1.91 2.11 0.19
H 1.52 -3.57 1.81 0.19
H 2.94 -3.43 2.99 0.42
H -0.03 0.46 1.98 -0.16
H -0.01 1.11 0.26 0.34
H -2.11 2.08 0.56 0.22
H -2.12 1.53 2.31 0.45
H -3.28 -0.87 1.12 0.06
H -3.56 0.40 -0.31 0.26
H -4.32 1.79 2.23 0.39
H -4.91 0.07 2.44 0.24
H -6.78 1.45 1.39 0.20
H -5.67 1.92 -0.03 0.29
H -5.49 -0.78 -0.56 0.16
H -7.09 0.06 -0.92 0.40
H -8.03 -0.72 1.45 0.21
H -6.54 -1.89 1.54 0.17
H -7.48 -3.44 -0.01 0.31
H -8.04 -2.07 -1.15 0.24
H -9.30 -4.55 -0.40 0.28
H -11.00 -3.95 0.05 0.23
H -9.78 -4.30 1.41 0.23
C -8.20 7.98 0.25 -1.10
C -7.22 7.00 0.87 -0.15
O -7.87 6.21 1.88 -0.36
C -8.59 5.17 1.44 0.78
O -8.73 4.85 0.28 -0.56
O -9.15 4.56 2.50 -0.34
C -10.00 3.47 2.16 -0.58
H -8.68 8.58 1.02 0.29
H -7.68 8.64 -0.45 0.36
H -8.99 7.45 -0.29 0.31
H -6.42 7.55 1.37 0.30
H -6.76 6.36 0.12 0.29
H -9.49 2.75 1.52 0.22
H -10.91 3.84 1.68 0.29
H -10.29 2.96 3.08 0.24
C 6.04 2.58 7.34 -1.09
C 5.99 1.30 6.53 -0.17
O 4.68 0.72 6.60 -0.35
C 3.76 1.25 5.78 0.75
O 3.94 2.16 5.00 -0.55
O 2.59 0.61 5.99 -0.36
C 1.51 1.13 5.22 -0.64
H 5.71 2.40 8.37 0.30
H 7.06 2.98 7.37 0.36
H 5.39 3.35 6.92 0.31
H 6.68 0.57 6.95 0.29
H 6.28 1.47 5.49 0.30
H 1.76 1.16 4.16 0.27
H 1.23 2.12 5.59 0.44
H 0.66 0.46 5.36 0.14
C -2.54 4.39 -4.56 -1.22
C -1.30 3.53 -4.40 0.20
O -0.15 4.35 -4.17 -0.36
C 0.02 4.77 -2.90 0.81
O -0.71 4.52 -1.97 -0.56
O 1.12 5.54 -2.86 -0.34
C 1.38 6.11 -1.58 -0.60
H -2.39 5.15 -5.33 0.31
H -3.41 3.78 -4.83 0.39
H -2.77 4.92 -3.63 0.31
H -1.12 2.98 -5.33 0.38
H -1.42 2.79 -3.60 -0.07
H 1.40 5.35 -0.80 0.26
H 0.63 6.87 -1.36 0.29
H 2.36 6.59 -1.62 0.23
C 11.90 -6.42 -3.52 -1.10
C 10.52 -6.00 -3.98 -0.20
O 10.10 -4.80 -3.31 -0.33
C 10.60 -3.65 -3.80 0.74
O 11.34 -3.55 -4.75 -0.55
O 10.14 -2.64 -3.05 -0.31
C 10.65 -1.36 -3.43 -0.66
H 11.93 -6.51 -2.43 0.29
H 12.17 -7.39 -3.95 0.36
H 12.65 -5.69 -3.80 0.31
H 9.79 -6.77 -3.72 0.30
H 10.48 -5.87 -5.07 0.31
H 10.49 -1.17 -4.49 0.30
H 11.72 -1.29 -3.19 0.30
H 10.12 -0.60 -2.86 0.22